(1)
DFT (ωB97M-V with the def2-TZVPD basis set) results for a structure of composition C30H43N5O10P2RhS2.

The geometry in XYZ format:
```
93
Properties=species:S:1:pos:R:3:forces:R:3
Rh 0.8641 -0.9547 -0.2545 -0.04 0.14 -0.15
C 1.0005 -1.6762 -4.5552 0.01 -0.03 -0.01
C 2.2185 -0.9346 -4.0269 0.03 0.02 0.05
O 3.2392 -0.8876 -5.0212 -0.01 -0.04 0.01
P 2.9491 -1.8309 -2.6237 -0.02 0.07 -0.02
O 3.6987 -3.0767 -3.2304 0.04 -0.03 -0.03
O 4.1330 -0.9551 -2.0301 -0.06 0.02 -0.03
O 1.9724 -2.2992 -1.5891 -0.03 -0.06 0.08
P 1.8772 0.7641 -3.3681 -0.05 0.01 -0.01
O 0.4326 1.2096 -3.9278 -0.01 -0.05 0.03
O 2.9578 1.6243 -3.9003 0.04 0.00 -0.03
O 1.7249 0.5416 -1.8784 0.07 -0.01 0.08
H 1.2644 -2.6936 -4.8474 -0.01 0.00 -0.01
H 0.6163 -1.1502 -5.4281 0.00 0.00 0.01
H 0.2167 -1.7217 -3.7992 -0.01 -0.01 0.00
H 3.6162 0.0109 -4.9753 -0.01 0.02 0.00
H 4.1398 -2.8419 -4.0631 0.01 -0.01 -0.02
H 3.7913 -0.0896 -1.7380 0.00 0.01 0.00
H 0.5472 1.7883 -4.6920 0.01 0.02 -0.01
C -0.2484 4.2691 4.2869 0.02 0.03 0.00
C 0.2115 4.6809 2.8790 -0.02 0.00 0.05
C 1.4989 5.5092 2.9795 0.01 0.01 -0.01
C -0.8720 5.5464 2.2339 -0.01 -0.03 0.00
C 0.4764 3.4075 2.0877 -0.01 0.01 -0.04
C 1.5406 2.5731 2.4198 0.03 -0.02 0.00
C 1.7347 1.3975 1.7236 0.00 0.05 -0.04
N 0.9487 1.0239 0.7195 -0.18 -0.10 0.00
C -0.0778 1.8066 0.3663 0.08 0.09 0.10
C -0.3397 2.9913 1.0407 0.05 -0.02 -0.04
C -0.9664 1.3371 -0.7356 -0.06 -0.02 -0.08
C -1.7893 2.2069 -1.4335 0.04 -0.02 0.01
C -2.6464 1.7344 -2.4236 0.03 0.01 0.03
C -2.6463 0.3605 -2.6485 -0.01 -0.02 0.00
C -1.7811 -0.4477 -1.9406 0.00 0.00 -0.03
N -0.9512 0.0272 -1.0157 0.04 0.05 0.04
C -3.5721 2.6627 -3.1972 -0.03 0.02 0.00
C -4.9702 2.5533 -2.5676 0.00 0.00 -0.02
C -3.1023 4.1187 -3.1285 0.00 -0.02 0.02
C -3.6431 2.2464 -4.6712 0.01 -0.01 -0.01
H -0.4778 5.1578 4.8772 0.01 -0.01 0.00
H 0.5282 3.7072 4.8081 -0.01 0.00 0.00
H -1.1453 3.6486 4.2401 0.00 0.01 0.00
H 1.3027 6.4208 3.5453 0.00 0.00 0.00
H 1.8606 5.7947 1.9901 0.00 0.00 0.01
H 2.2957 4.9717 3.4931 0.00 0.00 -0.01
H -0.9708 6.4768 2.7931 0.00 -0.01 0.00
H -1.8476 5.0563 2.2468 0.00 -0.01 -0.02
H -0.6205 5.8030 1.2027 0.00 0.01 0.01
H 2.2174 2.8186 3.2260 -0.01 0.00 0.00
H 2.5441 0.7210 1.9641 0.02 -0.04 0.03
H -1.1990 3.5774 0.7562 0.00 0.02 0.01
H -1.7282 3.2640 -1.2274 -0.02 -0.01 0.00
H -3.2919 -0.0925 -3.3869 0.00 0.01 0.01
H -1.7396 -1.5167 -2.1145 0.00 0.00 0.00
H -4.9478 2.8318 -1.5123 0.00 0.00 -0.01
H -5.3586 1.5363 -2.6445 0.00 0.00 0.01
H -5.6622 3.2220 -3.0824 0.00 -0.01 0.00
H -3.1931 4.5329 -2.1229 0.01 0.00 0.00
H -3.7243 4.7293 -3.7829 -0.01 0.00 0.00
H -2.0657 4.2220 -3.4560 -0.01 0.01 -0.01
H -4.0738 1.2538 -4.8022 0.01 0.01 0.00
H -2.6534 2.2556 -5.1318 0.00 -0.01 0.00
H -4.2773 2.9469 -5.2151 0.00 0.00 0.00
N -0.9098 -6.4508 6.0231 0.01 0.00 0.02
C -0.5799 -5.9569 4.8023 -0.02 0.04 -0.05
C -1.3914 -4.9933 4.1768 0.02 -0.04 0.04
C -1.0663 -4.5123 2.9295 -0.01 -0.02 0.00
C 0.0759 -4.9734 2.2799 -0.06 0.03 -0.05
C 0.8834 -5.9366 2.8812 0.05 0.00 -0.01
C 0.5621 -6.4219 4.1273 0.00 0.00 0.00
S 0.5064 -4.3499 0.7165 0.04 0.04 0.17
O -0.6477 -3.7758 0.0834 0.04 -0.03 -0.02
O 1.3297 -5.3121 0.0436 -0.04 -0.02 -0.08
N 1.4305 -2.9977 1.1002 0.00 -0.07 -0.05
C 2.7257 -3.0059 1.0077 -0.04 -0.07 -0.09
S 3.7787 -4.3734 0.5909 0.13 -0.01 0.01
C 5.1029 -3.3303 0.6684 -0.02 -0.09 -0.03
C 4.7033 -2.0220 0.9571 -0.08 0.04 0.07
N 3.4127 -1.8411 1.1556 0.09 0.19 0.08
H -1.6868 -6.0786 6.5360 0.00 0.00 0.00
H -0.3040 -7.0941 6.4973 0.00 0.00 0.00
H -2.2889 -4.6481 4.6747 0.00 0.00 -0.01
H -1.7180 -3.8062 2.4345 -0.02 0.03 -0.02
H 1.7501 -6.3140 2.3541 -0.01 -0.01 0.02
H 1.1818 -7.1811 4.5875 0.00 0.00 0.00
H 6.1099 -3.6676 0.4799 -0.01 -0.01 0.00
H 5.3880 -1.1877 1.0211 -0.02 0.00 0.00
C -2.0549 -1.2492 1.6066 -0.01 0.01 0.00
O -0.6513 -1.0217 1.7595 0.08 -0.12 -0.04
H -2.5092 -1.5036 2.5659 0.01 0.00 0.00
H -2.2507 -2.0354 0.8752 0.00 0.01 0.02
H -2.4914 -0.3172 1.2556 0.00 0.01 0.01
H -0.2272 -1.8133 2.1185 -0.09 0.04 0.04
```
Forces are in eV/Å.

max |F|	0.23	eV/A
HOMO level (spin up / spin down)	-10.66 / -10.75	eV
lowest unoccupied orbital energy (spin up / spin down)	-0.0912 / -0.1842	Eh
charge	+1
relative energy (zero: lowest compared OMol25 entry of this formula, charge and spin)	47.76	kJ/mol
multiplicity	5
energy	-3784.81098	Ha


(2)
DFT (ωB97M-V with the def2-TZVPD basis set) results for a structure of composition C30H44BMnN11S4.

The geometry in XYZ format:
```
91
Properties=species:S:1:pos:R:3:forces:R:3
Mn -0.5091 0.5057 0.1203 -0.29 -0.17 0.63
C -1.0994 -1.6058 6.4546 0.00 0.00 -0.01
C -1.7992 -1.6109 5.0945 -0.02 0.01 0.03
C -2.5506 -0.2975 4.9178 0.00 -0.01 0.00
C -2.8178 -2.7521 5.0087 0.01 0.00 -0.01
N -0.7574 -1.8550 4.0533 -0.01 0.02 -0.04
C -0.0917 -3.0760 4.0270 0.01 0.00 0.01
C 0.7538 -3.0572 2.9842 0.05 -0.02 -0.04
N 0.6342 -1.8329 2.3686 -0.03 0.08 0.01
B 1.3686 -1.3655 1.0830 -0.10 -0.03 0.22
N 2.1342 -2.5422 0.4563 -0.06 -0.14 -0.12
C 3.4549 -2.8192 0.7473 -0.02 0.03 0.05
C 3.8418 -3.8551 -0.0125 0.01 -0.04 0.01
N 2.7561 -4.2275 -0.7935 -0.02 0.02 -0.02
C 1.7031 -3.4051 -0.5013 0.07 0.03 0.09
S 0.1351 -3.4389 -1.1548 -0.08 0.14 -0.03
C 2.7802 -5.3304 -1.7955 -0.02 0.01 -0.01
C 1.7447 -6.3879 -1.4149 0.00 -0.01 0.00
C 4.1610 -5.9828 -1.7913 0.00 0.01 0.00
C 2.5214 -4.7554 -3.1878 0.00 0.00 0.00
N 2.3798 -0.2664 1.4313 0.06 0.04 -0.03
C 2.7653 0.1475 2.6878 -0.11 0.06 0.03
C 3.6144 1.1781 2.5393 0.09 -0.04 -0.04
N 3.7741 1.3961 1.1749 -0.02 0.01 0.03
C 3.0114 0.4884 0.4967 0.06 -0.04 -0.02
S 2.8891 0.2278 -1.1765 -0.18 0.07 -0.08
C 4.6073 2.4751 0.5788 0.00 0.00 -0.03
C 5.2986 3.2531 1.6959 -0.01 0.00 0.00
C 5.6805 1.8595 -0.3184 0.02 0.01 0.00
C 3.6981 3.4301 -0.1949 -0.01 -0.02 0.02
C -0.2931 -1.0920 3.0221 0.04 -0.14 0.04
S -0.6728 0.5212 2.5955 0.01 0.12 -0.19
H -1.8350 -1.4516 7.2446 0.00 0.00 0.00
H -0.3697 -0.7963 6.4997 0.00 0.00 0.00
H -0.5853 -2.5475 6.6498 0.00 0.00 0.00
H -3.3036 -0.2535 5.7068 0.00 -0.01 0.00
H -3.0517 -0.2460 3.9536 0.00 0.01 0.00
H -1.8982 0.5662 5.0099 -0.01 0.00 0.00
H -3.6151 -2.5754 5.7308 0.00 0.00 0.00
H -2.3783 -3.7237 5.2312 0.00 0.00 -0.01
H -3.2560 -2.7891 4.0106 0.00 -0.01 0.00
H -0.2847 -3.8501 4.7444 0.00 0.00 0.00
H 1.4228 -3.8141 2.6153 -0.01 0.00 0.00
H 0.4970 -1.0059 0.3336 0.19 -0.04 -0.33
H 4.0147 -2.2372 1.4577 0.00 0.00 -0.01
H 4.7934 -4.3446 -0.0668 0.01 0.01 0.00
H 1.9741 -6.8021 -0.4310 0.00 0.00 0.00
H 1.7761 -7.1990 -2.1442 0.01 0.00 0.00
H 0.7429 -5.9667 -1.3965 0.01 -0.01 0.00
H 4.4038 -6.4163 -0.8202 0.01 0.00 0.00
H 4.9443 -5.2815 -2.0816 0.00 0.00 0.01
H 4.1516 -6.7907 -2.5222 -0.01 0.00 0.00
H 1.5351 -4.3024 -3.2426 0.00 0.01 -0.01
H 2.5882 -5.5564 -3.9259 0.00 -0.01 0.00
H 3.2716 -3.9997 -3.4275 0.00 0.00 0.00
H 2.3755 -0.3027 3.5831 0.00 0.02 -0.01
H 4.1106 1.7680 3.2837 0.00 0.00 0.01
H 5.9569 2.6153 2.2878 0.00 0.00 0.00
H 4.5816 3.7440 2.3553 0.00 0.00 0.01
H 5.9110 4.0283 1.2366 0.00 0.00 -0.01
H 6.3186 1.1906 0.2628 0.00 0.00 0.00
H 6.3022 2.6562 -0.7300 0.00 0.01 0.00
H 5.2342 1.2991 -1.1356 0.02 0.01 0.01
H 2.9666 3.8737 0.4839 0.00 0.00 -0.01
H 3.1681 2.9062 -0.9875 0.00 0.00 0.00
H 4.2987 4.2308 -0.6297 0.00 -0.01 -0.01
N -0.4412 -0.1056 -1.9102 0.18 0.16 0.13
N -1.6198 -0.7304 -2.3643 0.02 -0.03 0.02
C -2.4809 -1.2250 -1.4402 -0.01 0.00 0.03
N -3.4278 -2.0552 -1.9221 0.04 -0.02 0.00
S -2.4199 -0.8050 0.1788 -0.04 -0.09 -0.09
H -0.2185 0.6794 -2.5127 0.00 -0.02 -0.01
H 0.3256 -0.7855 -1.9281 0.04 0.03 0.01
H -1.5031 -1.2767 -3.2073 -0.01 0.00 0.00
H -3.3094 -2.5033 -2.8156 -0.02 0.01 0.00
H -3.9876 -2.5388 -1.2418 -0.01 0.01 0.00
N -6.8394 6.2100 0.1805 0.01 -0.01 0.00
C -5.9025 5.5454 0.1332 -0.05 0.03 0.01
C -4.7325 4.7149 0.0742 0.10 -0.07 0.00
C -3.7474 4.9682 -0.8779 -0.04 0.04 -0.01
C -2.6188 4.1701 -0.9288 0.04 0.00 0.04
C -2.4636 3.1061 -0.0407 -0.03 0.05 -0.04
C -3.4656 2.8448 0.8948 0.02 -0.07 -0.02
C -4.5847 3.6512 0.9655 -0.05 0.03 -0.01
H -3.8721 5.7922 -1.5679 0.00 0.00 0.00
H -1.8482 4.3656 -1.6641 0.00 0.01 0.00
H -3.3468 2.0023 1.5656 0.00 0.01 0.00
H -5.3561 3.4613 1.6999 0.00 0.00 0.00
N -0.0684 2.6095 0.0656 0.35 -0.30 -0.37
C -1.2792 2.2383 -0.0858 -0.14 0.20 0.05
H 0.1709 3.5716 0.3020 -0.09 0.02 0.06
```
Forces are in eV/Å.

max |F|	0.71	eV/A
HOMO level (spin up / spin down)	-7.02 / -6.72	eV
lowest unoccupied orbital energy (spin up / spin down)	0.0107 / 0.0108	Eh
relative energy (zero: lowest compared OMol25 entry of this formula, charge and spin)	0.00	kJ/mol
multiplicity	2
energy	-4540.61129	Ha